[1]
One molecule with the formula C8H14FNO2S. Source: OMol25; level of theory: ωB97M-V with the def2-TZVPD basis set.

Structure (XYZ):
```
27
Properties=species:S:1:pos:R:3
C -0.99897 1.56001 -0.20996
C 0.46105 1.09575 0.02654
C 1.24259 1.73374 1.14590
C 1.25308 1.45147 -1.25901
O 0.52551 -0.36828 0.05279
C 0.88613 -1.22709 1.01402
N 2.00279 -0.95761 1.68358
S 2.92694 -1.34696 3.03714
O 0.00919 -2.24393 1.22620
C -1.11125 -2.26474 0.31099
F -2.04483 -1.38256 0.48972
C -0.93012 -2.80120 -1.04001
C -1.51986 -3.65861 0.06047
H -1.51849 1.90983 0.70680
H -1.01651 2.39646 -0.83828
H -1.45790 0.79938 -0.87092
H 0.88103 1.33761 2.08192
H 1.27683 2.77236 1.17888
H 2.33156 1.41972 0.95410
H 1.23797 0.66259 -1.91805
H 0.71388 2.29376 -1.71850
H 2.32947 1.77175 -1.06167
H 2.50121 -0.19539 1.18350
H 0.12257 -2.92715 -1.42107
H -1.54060 -2.27966 -1.73784
H -2.56332 -3.89034 -0.16134
H -0.92177 -4.33130 0.60251
```

Calculated values
- E_HOMO: -7.089 eV
- Total energy: -27656.751 eV
- Structure (SMILES): CC(C)(C)O/C(=[NH+]/[S-])OC1(F)CC1
- Frontier orbital gap: 7.576 eV
- Energy above the lowest of the compared OMol25 structures with the same formula, charge and spin: 207.85 kJ/mol
- Multiplicity: 1

Atom charges from the Mulliken analysis, given in e for atoms 1 to 8: atom 1 (C): -1.700, atom 2 (C): 2.017, atom 3 (C): -2.010, atom 4 (C): -1.619, atom 5 (O): -0.444, atom 6 (C): 0.690, atom 7 (N): -0.241, atom 8 (S): -0.418

[2]
C20H10Br3N5O3PdSe as an isolated structure. Source: OMol25; level of theory: ωB97M-V with the def2-TZVPD basis set.

Structure (XYZ):
```
43
Properties=species:S:1:pos:R:3
Pd -0.51670 0.37400 0.45210
Br 0.68120 0.36650 5.38700
C 1.91880 0.21520 3.97180
C 3.28100 0.12700 4.24120
C 4.18550 0.03710 3.21040
Br 6.03820 -0.03040 3.61400
C 3.75640 -0.04710 1.86650
C 4.61250 -0.20080 0.76290
C 4.08050 -0.32890 -0.49330
C 2.69150 -0.32630 -0.64950
N 1.87020 -0.17740 0.36540
C 2.36430 0.00180 1.60270
C 1.40830 0.26240 2.65930
O 0.19840 0.57680 2.40620
H 3.62150 0.15180 5.26540
H 5.68010 -0.21310 0.92060
H 4.72220 -0.43190 -1.35080
H 2.24010 -0.43230 -1.62660
Se 3.22430 3.77310 0.04990
N 1.94600 4.96730 0.28310
C 0.76930 4.38280 0.11090
C -0.49260 4.98480 0.19780
C -1.59970 4.17870 0.00280
C -1.45810 2.82430 -0.27300
N -0.26020 2.20950 -0.35800
C 0.84530 2.95950 -0.17760
N 2.06700 2.46410 -0.25930
H -0.56880 6.04300 0.38960
H -2.59060 4.60250 0.01980
H -2.32550 2.21980 -0.54140
Br -6.56790 -2.52840 3.35030
C -5.84540 -1.54660 1.89710
C -6.67840 -0.74660 1.12100
N -6.23710 -0.09620 0.06200
C -4.96100 -0.18770 -0.26260
C -4.03770 -0.92020 0.48300
C -4.49680 -1.62150 1.59390
C -2.57890 -0.83560 0.18570
O -1.74560 -1.32790 0.99050
O -2.19780 -0.20300 -0.83860
H -7.73050 -0.63390 1.35370
H -4.64910 0.33980 -1.15330
H -3.80580 -2.19860 2.18970
```

Calculated values
- E_HOMO (alpha / beta): -7.434 / -7.383 eV
- Total energy: -313446.903 eV
- Frontier orbital gap (alpha / beta): 5.199 / 5.058 eV
- Multiplicity: 3

Atom charges from the Mulliken analysis, given in e for atoms 1 to 8: atom 1 (Pd): 0.304, atom 2 (Br): -0.158, atom 3 (C): -0.510, atom 4 (C): -0.194, atom 5 (C): -0.156, atom 6 (Br): -0.247, atom 7 (C): 0.903, atom 8 (C): -0.691

[3]
One molecule with the formula C4H5NO. Source: OMol25; level of theory: ωB97M-V with the def2-TZVPD basis set.

Structure (XYZ):
```
11
Properties=species:S:1:pos:R:3
C -2.50177 0.16340 -0.01690
C -1.21226 0.42010 -0.10453
C 0.03885 0.66453 -0.12720
C 1.10294 -0.12698 0.21174
N 2.32792 -0.03669 -0.33510
O 1.02909 -1.03312 1.19842
H -3.10708 0.05372 -0.89682
H -2.99356 0.09100 0.94343
H 3.11470 -0.38164 0.19640
H 2.51260 0.79221 -0.87130
H 0.07631 -1.13546 1.36056
```

Calculated values
- E_HOMO: -7.511 eV
- Total energy: -7763.693 eV
- Structure (SMILES): C=C=C=C(N)O
- Frontier orbital gap: 8.109 eV
- Energy above the lowest of the compared OMol25 structures with the same formula, charge and spin: 273.36 kJ/mol
- Multiplicity: 1

Atom charges from the Mulliken analysis, given in e for atoms 1 to 8: atom 1 (C): -0.883, atom 2 (C): 0.244, atom 3 (C): -0.457, atom 4 (C): 0.662, atom 5 (N): -0.451, atom 6 (O): -0.455, atom 7 (H): 0.231, atom 8 (H): 0.259

[4]
A 2-piece molecular cluster, CH4NO3 overall. Source: OMol25; level of theory: ωB97M-V with the def2-TZVPD basis set.

Structure (XYZ):
```
9
Properties=species:S:1:pos:R:3
N -1.13691 -0.93379 -1.28280
C -0.01917 -0.72263 -0.35673
O 0.66318 0.30845 -0.63078
O -0.19356 -1.23535 0.76279
H -1.12050 -0.79147 -2.27105
H -1.67347 -1.67355 -0.85228
H 0.77732 1.65733 0.54940
H 0.89258 1.69403 2.01283
O 0.63180 2.27719 1.29962
```

Calculated values
- E_HOMO: -4.314 eV
- Total energy: -8736.386 eV
- Frontier orbital gap: 8.765 eV
- Energy above the lowest of the compared OMol25 structures with the same formula, charge and spin: 53.76 kJ/mol
- Net charge: -1
- Multiplicity: 1

Atom charges from the Mulliken analysis, given in e for atoms 1 to 8: atom 1 (N): -0.440, atom 2 (C): 0.615, atom 3 (O): -0.838, atom 4 (O): -0.715, atom 5 (H): 0.167, atom 6 (H): 0.195, atom 7 (H): 0.412, atom 8 (H): 0.289

[5]
C30H29ILiN7O3 as an isolated structure. Source: OMol25; level of theory: ωB97M-V with the def2-TZVPD basis set.

Structure (XYZ):
```
71
Properties=species:S:1:pos:R:3
Li 0.08643 -0.20676 0.28555
C -3.67701 0.42168 2.69213
C -3.34543 1.41263 1.61711
N -4.17899 2.38558 1.37537
C -3.86980 3.28922 0.40608
C -2.72837 3.22716 -0.33936
C -2.50155 4.28646 -1.38369
O -1.38876 5.13938 -1.08393
C -1.80638 2.16650 -0.11718
C -0.61982 2.12778 -0.94910
N 0.16142 1.12478 -1.17501
C 1.22075 1.33478 -2.10150
C 1.14914 2.31252 -3.10530
C 2.18018 2.53270 -3.99808
C 3.33172 1.76102 -3.93590
C 3.41179 0.75411 -2.99044
C 2.36637 0.53288 -2.10057
I 2.60929 -1.12794 -0.84379
C -2.08823 1.22734 0.91017
O -1.32123 0.27659 1.26395
H -4.66221 0.64224 3.09687
H -2.93254 0.46561 3.49259
H -3.65114 -0.59865 2.30032
H -4.60011 4.07178 0.23001
H -3.41538 4.87296 -1.49614
H -2.27403 3.85414 -2.35809
H -1.53775 5.50425 -0.20495
H -0.39358 3.08078 -1.42313
H 0.24511 2.89745 -3.20669
H 2.07241 3.29659 -4.75742
H 4.14675 1.91908 -4.63023
H 4.28623 0.11963 -2.94855
N -0.64903 -2.07936 -0.16601
C -1.21243 -3.01060 0.22377
N -1.84902 -4.08092 0.69269
C -1.06126 -5.30938 0.87948
C -1.06028 -6.11554 -0.40412
O -2.38799 -6.38643 -0.82568
C -3.11314 -5.19183 -1.07715
C -3.20300 -4.34717 0.17818
H -1.54068 -5.87507 1.67918
H -0.05247 -5.04404 1.19265
H -0.57353 -7.07787 -0.25739
H -0.52379 -5.56313 -1.18618
H -4.10282 -5.48924 -1.41777
H -2.62295 -4.61703 -1.87323
H -3.73850 -4.88959 0.95784
H -3.71015 -3.40119 -0.00501
C 1.58021 2.85459 3.14164
C 1.27696 2.26555 1.92703
N 1.44220 0.96221 1.69474
C 1.92183 0.21282 2.68212
C 2.18869 0.68818 3.96435
C 2.03301 2.05180 4.17425
C 2.64891 -0.20615 5.05268
C 2.21215 -1.42684 5.36481
C 1.12643 -2.22957 4.74724
C -0.03644 -1.70787 4.19121
C -0.94184 -2.60433 3.65920
N -0.75834 -3.92732 3.70747
C 0.36934 -4.32244 4.28921
N 1.32072 -3.55270 4.80546
H 1.44014 3.91806 3.28034
H 0.87350 2.85608 1.11156
H 2.07934 -0.83791 2.45765
H 2.25867 2.47914 5.14466
H 3.44365 0.20094 5.67038
H 2.71411 -1.95493 6.16784
H -0.22051 -0.64405 4.14334
H -1.84363 -2.25217 3.17245
H 0.53322 -5.39365 4.35294
```

Calculated values
- E_HOMO: -7.157 eV
- Total energy: -56460.243 eV
- Frontier orbital gap: 7.013 eV
- Energy above the lowest of the compared OMol25 structures with the same formula, charge and spin: 5.30 kJ/mol
- Multiplicity: 1

Atom charges from the Mulliken analysis, given in e for atoms 1 to 8: atom 1 (Li): 0.693, atom 2 (C): -0.759, atom 3 (C): 0.436, atom 4 (N): -0.705, atom 5 (C): -0.966, atom 6 (C): 1.012, atom 7 (C): -0.976, atom 8 (O): -0.547

[6]
A 2-piece molecular cluster, CH2O2 overall. Source: OMol25; level of theory: ωB97M-V with the def2-TZVPD basis set.

Structure (XYZ):
```
5
Properties=species:S:1:pos:R:3
C 0.02842 -0.63483 0.07598
O -0.30158 0.47441 -0.22360
O -0.12945 2.52435 -0.13033
H -0.30576 -1.33159 -0.60621
H 0.70837 -1.03233 0.88416
```

Calculated values
- E_HOMO (alpha / beta): -10.501 / -10.616 eV
- Total energy: -5158.446 eV
- Frontier orbital gap (alpha / beta): 11.064 / 9.739 eV
- Energy above the lowest of the compared OMol25 structures with the same formula, charge and spin: 0.00 kJ/mol
- Multiplicity: 3

Taken from the Mulliken analysis, the atomic charges in e are: atom 1 (C): -0.048, atom 2 (O): -0.346, atom 3 (O): -0.047, atom 4 (H): 0.227, atom 5 (H): 0.215

M across the listed records, respectively: 207.3, 793.4, 83.1, 78.0, 669.5, 46.0 u.